A structure of composition C4H13NSi at a distorted geometry. Source: the Open Molecules 2025 dataset; level of theory: ωB97M-V/def2-TZVPD.

Summary:
- energy relative to the best compared isomer or geometry (same formula, charge and spin) (kcal/mol) = 55.7
- energy (Eh) = -504.3734
- Kohn-Sham gap (eV) = 9.02

Last column: Mulliken charge in e.
Geometry (Å):
C (1.258538, -0.735197, -0.562645)  -1.710
C (0.632373, 1.665002, 0.048246)  -1.213
C (0.835829, -0.340072, 1.839331)  -1.577
C (0.519234, 0.195371, 0.400300)  0.994
N (-2.058307, -0.223863, -1.853370)  -0.569
Si (-1.634988, -0.518200, -0.168331)  0.544
H (2.296088, -0.420813, -0.967317)  0.289
H (1.300376, -1.664257, -0.168351)  0.490
H (0.797080, -0.957167, -1.537016)  0.438
H (-0.081561, 2.279918, 0.721688)  0.281
H (0.488519, 1.682179, -1.112387)  0.294
H (1.665019, 1.910612, 0.405835)  0.363
H (-0.057119, -0.031800, 2.408453)  0.370
H (1.011952, -1.362728, 1.973059)  0.389
H (1.717605, 0.147577, 2.091745)  0.445
H (-3.065668, -0.182846, -1.814600)  0.252
H (-1.768936, 0.670668, -2.204397)  0.243
H (-1.160884, -1.933763, -0.169156)  -0.124
H (-2.695154, -0.180621, 0.668913)  -0.198

Cartesian forces, eV/Å:
C 1.1192 2.7827 -3.0368
C -0.0070 -0.3518 0.8190
C -2.8261 2.5851 -1.4661
C -2.9310 -2.9023 -1.3000
N -0.0583 0.0877 0.9283
Si 5.0435 -0.4167 -0.9470
H -1.1321 -0.1506 1.3169
H 0.6178 -2.9516 1.4885
H -0.5562 0.5767 0.0825
H 0.9567 -0.6956 -1.6526
H 0.2744 0.7903 2.2904
H -0.4892 0.5240 -0.9008
H 0.8485 -0.0568 0.6530
H -0.1127 -1.6202 -0.4069
H 1.6089 1.1474 1.2233
H -0.4655 -0.0154 -0.5392
H 0.2323 0.3897 -0.2751
H -0.7064 -0.0672 0.4052
H -1.4170 0.3444 1.3176